1.
C34H33IrN8O4S3 | ωB97M-V/def2-TZVPD

Geometry as XYZ:
```
83
Properties=species:S:1:pos:R:3:lowdin_spin:R:1
Ir 0.371 -0.659 0.452 0.284
C 4.202 1.414 0.345 0.003
C 3.106 0.446 0.011 0.034
N 1.996 0.496 0.713 0.000
N 1.912 1.596 1.547 0.088
C 0.732 1.956 1.882 0.005
S -0.707 1.025 1.425 0.451
S 0.613 3.272 3.055 -0.005
C -0.609 4.416 2.310 -0.003
C -1.982 3.847 2.108 0.002
C -2.735 3.404 3.193 -0.001
C -3.963 2.801 2.989 0.005
C -4.454 2.638 1.696 0.000
C -3.719 3.094 0.615 0.005
C -2.486 3.701 0.823 0.008
C 3.268 -0.464 -1.113 0.002
C 4.292 -0.168 -2.043 0.010
C 4.496 -0.914 -3.176 0.000
C 3.669 -2.012 -3.423 0.012
C 2.662 -2.333 -2.546 -0.001
C 2.432 -1.581 -1.383 0.009
O 1.474 -2.015 -0.586 0.004
H 4.003 2.371 -0.143 0.001
H 5.167 1.039 0.028 0.000
H 4.220 1.603 1.414 0.001
H -0.196 4.799 1.378 0.000
H -0.615 5.232 3.034 0.000
H -2.345 3.517 4.199 0.000
H -4.546 2.462 3.836 0.000
H -5.414 2.163 1.538 0.000
H -4.083 2.965 -0.395 0.000
H -1.902 4.028 -0.029 0.000
H 4.920 0.695 -1.883 0.000
H 5.285 -0.649 -3.867 0.000
H 3.814 -2.611 -4.313 0.001
H 2.008 -3.177 -2.727 0.000
N 1.017 0.037 -7.755 0.000
C 0.731 0.379 -6.457 0.000
C 1.752 0.441 -5.497 0.000
C 1.460 0.748 -4.187 0.000
C 0.143 0.998 -3.815 0.001
C -0.883 0.936 -4.751 0.000
C -0.590 0.630 -6.062 0.000
S -0.216 1.363 -2.155 0.003
O -1.521 1.956 -2.073 0.010
O 0.906 2.023 -1.541 0.004
N -0.253 -0.114 -1.403 0.008
C -1.330 -0.960 -1.435 0.000
N -2.229 -1.099 -2.386 0.000
C -3.178 -2.000 -2.130 0.000
C -3.248 -2.741 -0.958 0.000
C -2.268 -2.521 -0.006 -0.001
N -1.310 -1.643 -0.263 -0.001
H 1.970 0.113 -8.065 0.000
H 0.327 0.235 -8.458 0.000
H 2.777 0.249 -5.792 0.000
H 2.249 0.802 -3.449 0.000
H -1.901 1.127 -4.442 0.000
H -1.383 0.585 -6.797 0.000
H -3.925 -2.130 -2.905 0.000
H -4.042 -3.452 -0.789 0.000
H -2.247 -3.009 0.958 0.000
C -3.522 -1.215 4.694 0.000
C -2.213 -1.028 3.974 0.002
O -2.080 -1.235 2.777 0.013
N -1.163 -0.617 4.733 0.001
C 0.150 -0.411 4.155 0.018
C 0.718 -1.683 3.569 0.003
C 1.094 -2.639 4.503 0.001
C 1.545 -3.882 4.114 0.000
C 1.595 -4.142 2.759 0.000
C 1.238 -3.146 1.875 -0.001
N 0.819 -1.916 2.241 0.010
H -4.330 -0.943 4.020 0.000
H -3.590 -0.626 5.607 0.000
H -3.635 -2.270 4.950 0.000
H -1.291 -0.479 5.720 0.000
H 0.809 -0.068 4.953 0.001
H 0.101 0.384 3.426 0.012
H 1.015 -2.386 5.552 0.000
H 1.842 -4.622 4.846 0.000
H 1.912 -5.098 2.368 0.000
H 1.292 -3.330 0.815 0.000
```

As for the expectation value of S²: 0.76. The HOMO energy (alpha / beta) is -10.186 / -10.181 eV. The charge is +1. The energy above the lowest of the compared OMol25 structures with the same formula, charge and spin is 26.5 kJ/mol. Its spin multiplicity is 2.


2.
C24H24BN12O3PtS | ωB97M-V/def2-TZVPD

Geometry as XYZ:
```
66
Properties=species:S:1:pos:R:3:nbo_charge:R:1
Pt -0.525 -0.543 0.491 1.521
C -1.042 -1.055 4.743 -0.322
C -0.322 -1.246 3.576 0.004
N -0.829 -0.477 2.608 -0.368
N -1.877 0.215 3.126 -0.333
C -2.014 -0.123 4.419 0.059
B -2.696 1.142 2.181 0.928
N -1.662 2.058 1.429 -0.325
C -1.444 3.370 1.597 0.046
C -0.325 3.737 0.865 -0.318
C 0.115 2.562 0.276 -0.007
N -0.704 1.563 0.622 -0.344
N -3.408 0.233 1.136 -0.336
C -4.719 0.067 0.876 0.023
C -4.855 -0.890 -0.108 -0.327
C -3.553 -1.293 -0.397 -0.011
N -2.704 -0.619 0.369 -0.329
N -3.693 2.033 2.863 -0.411
C -4.535 2.919 2.254 -0.059
C -5.168 3.635 3.230 -0.324
C -4.639 3.124 4.435 -0.025
N -3.758 2.172 4.209 -0.289
H -0.878 -1.514 5.702 0.256
H 0.514 -1.893 3.368 0.236
H -2.772 0.352 5.016 0.282
H -2.088 3.960 2.229 0.257
H 0.108 4.717 0.784 0.261
H 0.969 2.373 -0.353 0.235
H -5.465 0.629 1.412 0.252
H -5.770 -1.248 -0.546 0.255
H -3.189 -2.029 -1.095 0.228
H -4.609 2.981 1.179 0.228
H -5.902 4.412 3.103 0.249
H -4.870 3.413 5.448 0.228
N -1.819 -8.542 -1.513 -0.566
C -1.344 -7.337 -1.243 0.243
C -1.217 -6.367 -2.288 -0.164
C -0.712 -5.136 -2.001 -0.213
C -0.327 -4.839 -0.679 -0.087
C -0.448 -5.769 0.362 -0.218
C -0.953 -7.009 0.093 -0.147
S 0.471 -3.278 -0.380 2.290
O 1.738 -3.382 -1.028 -0.872
O 0.408 -3.024 1.047 -0.948
N -0.519 -2.173 -1.004 -0.954
C -0.163 -1.458 -2.141 0.543
N 0.060 -2.032 -3.303 -0.470
C 0.403 -1.214 -4.297 0.129
C 0.495 0.161 -4.134 -0.294
C 0.204 0.666 -2.880 0.117
N -0.131 -0.149 -1.884 -0.502
H -2.095 -8.802 -2.450 0.433
H -1.909 -9.248 -0.793 0.434
H -1.513 -6.630 -3.295 0.247
H -0.582 -4.388 -2.777 0.283
H -0.144 -5.492 1.362 0.273
H -1.058 -7.752 0.874 0.247
H 0.602 -1.678 -5.255 0.225
H 0.774 0.808 -4.952 0.258
H 0.221 1.727 -2.666 0.225
C 3.321 -0.783 2.118 -0.760
C 2.249 -0.371 1.162 0.514
O 2.321 -0.125 0.006 -0.474
H 3.655 -1.778 1.813 0.272
H 2.960 -0.806 3.140 0.247
H 4.159 -0.088 2.024 0.270
```

As for the expectation value of S²: 8.79. The HOMO energy (alpha / beta) is -12.850 / -13.523 eV. The charge is +2. The energy above the lowest of the compared OMol25 structures with the same formula, charge and spin is 0.0 kJ/mol. Its spin multiplicity is 6.


3.
C19H25FFeN4O7 | ωB97M-V/def2-TZVPD

Geometry as XYZ:
```
57
Properties=species:S:1:pos:R:3:nbo_charge:R:1
Fe 1.764 -1.449 1.343 1.647
N 1.822 0.363 2.508 -0.907
C 1.773 0.173 3.965 -0.353
C 0.932 -1.067 4.335 0.775
O 0.691 -1.284 5.512 -0.665
O 0.614 -1.766 3.328 -0.866
H 2.588 0.958 2.224 0.392
H 0.949 0.749 2.167 0.392
H 1.375 1.028 4.516 0.206
H 2.781 -0.033 4.327 0.218
C -0.924 2.729 -4.742 -0.622
C -1.794 2.786 -3.497 -0.025
C -2.113 4.227 -3.100 -0.400
C -3.205 4.214 -2.039 -0.421
C -2.873 3.232 -0.942 -0.034
C -3.517 3.321 0.273 -0.237
C -3.191 2.454 1.311 0.389
F -3.846 2.581 2.478 -0.316
C -2.213 1.508 1.172 -0.237
C -1.540 1.406 -0.051 -0.153
C -0.471 0.413 -0.189 0.514
O -0.324 -0.480 0.665 -0.714
C 0.321 0.552 -1.368 -0.312
C -0.109 1.344 -2.386 0.125
N -1.210 2.120 -2.327 -0.364
C -1.874 2.255 -1.120 0.227
C 1.628 -0.210 -1.544 0.778
O 1.854 -0.711 -2.644 -0.693
O 2.385 -0.234 -0.522 -0.855
H -1.447 3.252 -5.541 0.229
H -0.754 1.707 -5.076 0.227
H 0.035 3.221 -4.580 0.218
H -2.741 2.275 -3.715 0.197
H -2.443 4.789 -3.974 0.220
H -1.207 4.695 -2.708 0.212
H -4.159 3.939 -2.500 0.218
H -3.339 5.204 -1.600 0.227
H -4.276 4.076 0.426 0.229
H -1.939 0.840 1.977 0.258
H 0.458 1.346 -3.304 0.240
N 4.006 -4.932 3.129 -0.827
C 3.084 -3.948 2.917 0.794
N 1.834 -4.193 3.353 -0.839
O 3.426 -2.896 2.352 -0.756
H 3.709 -5.852 3.400 0.388
H 4.870 -4.855 2.623 0.407
H 1.651 -4.988 3.938 0.388
H 1.186 -3.397 3.411 0.450
C -0.286 -3.659 -0.516 -0.643
C 0.994 -3.577 -1.325 -0.070
O 2.068 -3.126 -0.487 -0.783
H -1.085 -4.063 -1.136 0.216
H -0.569 -2.668 -0.159 0.227
H -0.146 -4.312 0.347 0.210
H 0.869 -2.898 -2.171 0.201
H 1.255 -4.570 -1.708 0.163
H 2.671 -2.593 -1.027 0.511
```

As for the expectation value of S²: 6.01. The HOMO energy (alpha / beta) is -8.478 / -8.475 eV. The energy above the lowest of the compared OMol25 structures with the same formula, charge and spin is 86.4 kJ/mol. Its spin multiplicity is 5.


4.
C3H9N | ωB97M-V/def2-TZVPD

Geometry as XYZ:
```
13
Properties=species:S:1:pos:R:3:nbo_charge:R:1
C -0.687 0.505 0.610 -0.296
C -0.008 -0.171 -0.758 -0.353
C 1.485 0.167 -0.825 -0.649
N -1.484 -0.364 1.349 -0.351
H -1.039 1.589 0.248 0.301
H 0.155 0.731 1.483 0.263
H -0.675 0.029 -1.696 0.270
H -0.159 -1.319 -0.698 0.227
H 2.014 0.211 0.096 0.238
H 1.629 1.076 -1.417 0.244
H 2.153 -0.698 -1.269 0.266
H -0.946 -1.094 1.810 0.416
H -2.438 -0.661 1.066 0.425
```

As for the expectation value of S²: 0.76. The HOMO energy (alpha / beta) is -16.050 / -16.212 eV. The charge is +1. The energy above the lowest of the compared OMol25 structures with the same formula, charge and spin is 167.1 kJ/mol. Its spin multiplicity is 2.